This record from OMol25 describes a 2-piece molecular cluster, C4H11NO2S overall at a distorted geometry. The level of theory is wB97M-V/def2-TZVPD.

## Properties
net charge = 0
LUMO energy = 0.488 eV
F_max = 0.036 hartree/bohr
energy above the lowest of the compared OMol25 structures with the same formula, charge and spin = 44.4 kcal per mole
SMILES string = CN[C@H](C=O)CS.O

XYZ file:
```
19
Properties=species:S:1:pos:R:3:lowdin_charge:R:1
C -1.942 -0.699 -0.871 -0.11
N -1.048 0.042 0.014 -0.11
C 0.248 -0.504 0.347 -0.37
C 1.116 0.757 0.735 -0.51
S 2.631 0.433 1.663 0.74
C 0.242 -1.711 1.237 -0.24
O 1.201 -2.421 1.392 0.05
H -1.340 -1.176 -1.644 0.08
H -2.555 -1.476 -0.402 0.07
H -2.602 0.031 -1.314 0.07
H -1.553 0.476 0.772 0.11
H 0.773 -0.708 -0.568 0.13
H 1.481 1.106 -0.206 0.03
H 0.582 1.616 1.134 0.07
H 2.079 0.135 2.841 -0.14
H -0.664 -1.875 1.854 0.13
H 0.511 1.198 -2.414 0.02
H 0.147 2.649 -1.986 0.04
O 0.693 2.127 -2.583 -0.05
```

---

This record from OMol25 describes a 2-piece molecular cluster, C4H11NO2S overall at a distorted geometry. The level of theory is wB97M-V/def2-TZVPD.

## Properties
net charge = 0
LUMO energy = 0.570 eV
F_max = 0.050 hartree/bohr
energy above the lowest of the compared OMol25 structures with the same formula, charge and spin = 22.9 kcal per mole
SMILES string = O=CNCCCS.O

XYZ file:
```
19
Properties=species:S:1:pos:R:3:lowdin_charge:R:1
C 0.095 -1.385 -0.436 -0.19
N 0.464 -1.135 0.972 0.05
C 1.512 -0.435 1.410 -0.33
O 1.481 0.037 2.551 -0.03
C -1.056 -0.486 -0.829 -0.28
C -0.700 0.504 -1.925 -0.55
S 0.519 1.729 -1.319 0.71
H 0.970 -1.370 -1.074 0.12
H -0.203 -2.436 -0.492 0.11
H -0.347 -1.102 1.556 0.14
H 2.398 -0.213 0.827 0.14
H -1.933 -1.108 -1.091 0.12
H -1.572 -0.039 0.028 0.11
H -0.511 -0.026 -2.858 0.08
H -1.574 1.120 -2.118 0.05
H 1.253 1.802 -2.462 -0.14
H 0.148 0.845 2.513 -0.08
H -0.321 2.311 2.355 0.05
O -0.623 1.385 2.392 -0.08
```

---

This record from OMol25 describes a 2-piece molecular cluster, C4H11NO3 overall at a distorted geometry. The level of theory is wB97M-V/def2-TZVPD.

## Properties
net charge = -1
LUMO energy (alpha / beta) = 2.938 / 2.937 eV
spin multiplicity = 2
F_max = 0.032 hartree/bohr
energy above the lowest of the compared OMol25 structures with the same formula, charge and spin = 30.8 kcal per mole
<S²> = 0.754

XYZ file:
```
19
Properties=species:S:1:pos:R:3:lowdin_charge:R:1
C 0.271 1.161 -0.730 -0.16
N 0.599 -0.128 -0.148 -0.08
C -0.436 -1.168 -0.169 -0.37
C -1.325 -1.113 -1.401 -0.27
O -1.628 -2.440 -1.902 -0.12
C -1.170 -1.210 1.183 -0.39
O -0.993 -0.331 2.100 -0.24
H 0.942 1.410 -1.560 0.05
H -0.752 1.290 -1.081 0.06
H 0.419 1.987 -0.023 0.07
H 0.857 0.036 0.811 0.08
H 0.120 -2.091 -0.178 0.10
H -0.820 -0.654 -2.231 0.09
H -2.251 -0.627 -1.159 0.09
H -2.148 -2.867 -1.210 0.06
H -1.965 -1.992 1.251 0.04
H 3.287 2.614 2.850 0.03
H 3.737 3.476 1.710 0.03
O 3.256 2.646 1.884 -0.07
```

---

This record from OMol25 describes C4H11NO3 as an isolated structure at a distorted geometry. The level of theory is wB97M-V/def2-TZVPD.

## Properties
net charge = -2
LUMO energy = 6.745 eV
F_max = 0.094 hartree/bohr
energy above the lowest of the compared OMol25 structures with the same formula, charge and spin = 104.5 kcal per mole

XYZ file:
```
19
Properties=species:S:1:pos:R:3:lowdin_charge:R:1
C -0.277 0.620 1.157 -0.29
O -1.454 -0.158 0.984 -0.21
C 0.704 0.017 0.030 -0.33
C 0.054 0.127 -1.399 -0.20
C 0.472 -0.942 -2.395 -0.57
O -0.063 -0.902 -3.664 -0.43
N 1.932 1.165 0.424 -0.04
H 0.218 0.451 2.124 0.09
H -0.408 1.685 0.979 0.09
H 0.679 -1.059 0.272 0.14
H 0.235 1.124 -1.877 0.11
H -1.016 0.108 -1.253 0.09
H 1.578 -0.900 -2.376 0.06
H 0.262 -1.951 -2.001 0.07
H 1.857 0.138 -0.307 0.06
H 2.631 0.632 0.953 -0.04
H -2.787 0.543 3.221 -0.12
H -1.953 -0.288 1.964 -0.02
O -2.664 -0.411 3.165 -0.47
```